# 1
An isolated molecule of C5H11NO, computed with ωB97M-V/def2-TZVPD.

Geometry (Å):
C 2.665 0.616 -0.311
N 1.225 0.812 -0.311
C 0.383 -0.285 -0.141
O 1.073 -1.467 -0.166
C -0.949 -0.193 0.033
C -1.757 -1.313 0.634
C -1.662 1.111 -0.201
H 3.054 0.243 0.648
H 3.148 1.572 -0.532
H 2.940 -0.098 -1.087
H 0.940 1.584 0.276
H 0.460 -2.139 -0.485
H -2.155 -0.988 1.607
H -1.159 -2.208 0.837
H -2.621 -1.608 0.025
H -2.658 0.927 -0.626
H -1.814 1.698 0.717
H -1.115 1.736 -0.916

## Properties
SMILES string: CNC(O)=C(C)C
Energy: -8900.3135 eV
ΔE to the lowest compared entry with this formula, charge and spin: 31.9 kcal/mol
Frontier orbital gap: 8.131 eV
2S+1: 1
HOMO energy: -0.2687 Eh
Net charge: 0

---

# 2
A cluster of 2 separate species, C4H11N4 in total at a distorted geometry, computed with ωB97M-V/def2-TZVPD.

Geometry (Å):
C 1.625 -0.465 0.184
C 1.868 1.796 0.125
C -0.125 1.055 0.083
C 2.146 -1.855 -0.061
N 2.388 0.529 0.178
N 0.212 -0.200 0.069
N -1.287 1.611 0.001
N -3.200 -0.759 0.028
H 1.961 2.325 -0.876
H 2.009 2.345 1.030
H 3.174 -2.023 0.279
H 2.016 -1.981 -1.162
H 1.244 -2.506 0.217
H -0.396 -1.015 -0.037
H -2.156 1.231 0.087
H -1.421 2.636 -0.222
H -3.955 -0.082 -0.052
H -2.782 -1.176 0.852
H -3.321 -1.464 -0.724

## Properties
Energy: -10278.4796 eV
ΔE to the lowest compared entry with this formula, charge and spin: 62.5 kcal/mol
Frontier orbital gap: 10.587 eV
2S+1: 1
HOMO energy: -0.5042 Eh
Net charge: +1

---

# 3
A cluster of 2 separate species, C6H12N4O3S in total at a distorted geometry, computed with ωB97M-V/def2-TZVPD.

Geometry (Å):
C 1.491 0.974 1.487
C 1.830 0.917 0.191
N 1.709 1.676 -0.905
C 1.471 3.101 -0.997
S 2.424 -0.826 -0.148
O 1.679 -1.852 0.584
O 2.558 -1.070 -1.540
O 3.920 -0.660 0.446
H 1.142 1.815 1.933
H 1.799 0.151 2.140
H 2.013 1.305 -1.742
H 2.267 3.556 -1.481
H 0.482 3.245 -1.561
H 1.430 3.493 -0.038
H 3.721 -0.797 1.375
C -4.350 -1.797 0.045
C -2.932 -1.474 0.113
C -2.266 -0.230 0.018
N -0.980 -0.420 -0.128
N -0.850 -1.729 -0.075
N -1.970 -2.380 0.004
H -4.509 -2.885 0.084
H -4.863 -1.342 0.959
H -4.791 -1.528 -0.834
H -2.505 0.840 0.037
H 0.081 -2.083 0.029

## Properties
SMILES string: C=C(NC)S(=O)(=O)O.Cc1cn[nH]n1
Energy: -29351.6762 eV
ΔE to the lowest compared entry with this formula, charge and spin: 0.0 kcal/mol
Frontier orbital gap: 9.136 eV
2S+1: 1
HOMO energy: -0.3182 Eh
Net charge: 0

---

# 4
A structure of composition C38H31BIrN2O2S3, computed with ωB97M-V/def2-TZVPD.

Geometry (Å):
Ir -0.148 -1.379 -0.125
S -0.342 -3.609 -1.157
C 0.489 -3.371 -2.689
C 0.797 -4.467 -3.501
C 1.429 -4.316 -4.726
C 1.769 -3.047 -5.175
C 1.467 -1.945 -4.388
C 0.828 -2.085 -3.156
S 0.540 -0.601 -2.229
H 0.532 -5.456 -3.148
H 1.658 -5.190 -5.325
H 2.274 -2.914 -6.125
H 1.736 -0.949 -4.722
C -4.357 -0.865 -0.988
C -4.958 -1.291 0.201
C -4.161 -1.772 1.215
C -2.769 -1.819 1.052
C -2.143 -1.361 -0.123
C -2.988 -0.900 -1.145
C -1.872 -2.392 2.039
C -2.298 -2.896 3.299
C -1.394 -3.431 4.153
C -0.055 -3.614 3.723
C 0.912 -4.269 4.517
C 2.153 -4.547 4.016
C 2.448 -4.228 2.676
C 1.536 -3.570 1.896
C 0.291 -3.174 2.430
N -0.595 -2.439 1.669
H -4.978 -0.497 -1.798
H -6.034 -1.251 0.320
H -4.622 -2.124 2.130
H -2.540 -0.560 -2.070
H -3.339 -2.814 3.572
H -1.689 -3.781 5.136
H 0.638 -4.571 5.522
H 2.891 -5.052 4.627
H 3.396 -4.523 2.244
H 1.708 -3.395 0.847
S 3.819 -0.014 2.185
C 2.216 -0.316 1.621
N 2.105 -1.008 0.542
C 3.363 -1.381 0.068
C 3.597 -2.193 -1.042
C 4.902 -2.503 -1.360
C 5.972 -2.024 -0.592
C 5.750 -1.234 0.518
C 4.431 -0.922 0.842
H 1.352 0.069 2.140
H 2.766 -2.556 -1.630
H 5.099 -3.126 -2.223
H 6.985 -2.287 -0.866
H 6.574 -0.872 1.120
C -1.350 7.679 -0.246
C -2.150 6.385 -0.398
C -2.760 6.366 -1.806
C -3.281 6.401 0.639
C -1.287 5.137 -0.196
C 0.071 5.206 0.099
C 0.856 4.060 0.282
C 0.234 2.843 0.161
O 0.745 1.592 0.291
B -0.331 0.657 0.059
O -1.486 1.453 -0.196
C -1.120 2.757 -0.135
C -1.895 3.876 -0.315
H -2.011 8.535 -0.401
H -0.544 7.742 -0.979
H -0.914 7.769 0.751
H -3.375 7.256 -1.967
H -3.390 5.489 -1.956
H -1.976 6.346 -2.565
H -3.906 7.288 0.508
H -2.875 6.411 1.653
H -3.919 5.521 0.546
H 0.555 6.168 0.190
H 1.913 4.128 0.504
H -2.947 3.767 -0.545

## Properties
Energy: -83013.4349 eV
ΔE to the lowest compared entry with this formula, charge and spin: 14.6 kcal/mol
Frontier orbital gap: 5.690 eV
2S+1: 1
HOMO energy: -0.1256 Eh
Net charge: -1

---

# 5
A structure of composition C55H78GeN8O2P3STi at a distorted geometry, computed with ωB97M-V/def2-TZVPD.

Geometry (Å):
Ti -0.536 0.773 -0.443
C -1.739 -0.708 -5.500
C -0.752 -0.226 -4.437
C -0.232 1.162 -4.778
P -1.359 -0.340 -2.700
C -1.439 -2.148 -2.467
N -0.106 -2.686 -2.571
Ge 1.315 -1.950 -1.418
N 2.287 -3.426 -0.623
C 2.388 -3.638 0.814
P 1.206 -2.762 1.924
C 2.033 -3.188 3.542
C 2.268 -4.674 3.811
C 3.347 -2.420 3.711
C -0.225 -3.931 1.939
C -0.949 -3.826 0.599
C -1.154 -3.600 3.106
C 3.395 -3.979 -1.271
C 4.476 -4.617 -0.644
C 5.583 -5.031 -1.387
C 5.659 -4.827 -2.751
C 4.563 -4.256 -3.398
C 3.464 -3.889 -2.666
N 2.234 -3.433 -3.214
C 1.245 -4.460 -3.321
C 1.489 -5.755 -3.704
C 0.422 -6.644 -3.844
C -0.862 -6.194 -3.589
C -1.101 -4.885 -3.169
C -0.035 -3.995 -3.014
C 2.361 -2.574 -4.344
C 2.347 -2.997 -5.650
C 2.660 -2.103 -6.675
C 3.023 -0.812 -6.336
C 3.009 -0.373 -5.011
C 2.618 -1.240 -3.977
N 2.439 -0.890 -2.644
C 2.730 0.497 -2.378
P 2.083 1.268 -0.844
C 3.398 0.913 0.400
C 3.176 1.689 1.698
C 3.537 -0.581 0.694
C 2.460 3.075 -1.244
C 1.952 3.537 -2.614
C 3.935 3.492 -1.155
C -3.160 0.193 -2.814
C -4.172 -0.956 -2.809
C -3.551 1.217 -1.744
H -1.198 -0.863 -6.436
H -2.519 0.029 -5.696
H -2.217 -1.654 -5.247
H 0.096 -0.920 -4.422
H -1.043 1.895 -4.800
H 0.240 1.154 -5.763
H 0.502 1.502 -4.057
H -2.055 -2.551 -3.272
H -1.953 -2.365 -1.524
H 3.382 -3.345 1.177
H 2.305 -4.714 1.015
H 1.328 -2.806 4.290
H 2.967 -5.102 3.090
H 1.348 -5.258 3.772
H 2.704 -4.815 4.803
H 4.102 -2.769 3.003
H 3.750 -2.577 4.715
H 3.216 -1.351 3.563
H 0.151 -4.953 2.047
H -1.193 -2.784 0.379
H -1.876 -4.405 0.610
H -0.333 -4.193 -0.222
H -1.345 -2.523 3.164
H -0.731 -3.905 4.065
H -2.115 -4.107 2.992
H 4.476 -4.789 0.420
H 6.402 -5.515 -0.869
H 6.532 -5.125 -3.315
H 4.565 -4.110 -4.473
H 2.509 -6.072 -3.892
H 0.601 -7.665 -4.150
H -1.701 -6.869 -3.700
H -2.110 -4.586 -2.927
H 2.101 -4.031 -5.865
H 2.654 -2.428 -7.705
H 3.327 -0.118 -7.111
H 3.303 0.643 -4.801
H 2.312 1.127 -3.167
H 3.816 0.687 -2.381
H 4.320 1.255 -0.075
H 2.280 1.314 2.197
H 3.071 2.764 1.537
H 4.020 1.535 2.374
H 2.631 -0.975 1.161
H 4.369 -0.739 1.385
H 3.737 -1.163 -0.208
H 1.902 3.627 -0.478
H 2.653 3.242 -3.399
H 1.892 4.627 -2.625
H 0.969 3.152 -2.870
H 4.556 2.895 -1.826
H 4.357 3.431 -0.157
H 4.021 4.532 -1.481
H -3.230 0.703 -3.777
H -4.144 -1.508 -1.868
H -4.019 -1.666 -3.619
H -5.180 -0.550 -2.920
H -3.425 0.830 -0.725
H -4.609 1.471 -1.851
H -2.981 2.144 -1.828
C -3.568 -1.514 1.345
C -2.525 -0.436 1.286
O -1.583 -0.583 0.415
C -2.674 0.702 2.047
C -2.040 1.962 1.822
C -2.533 3.122 2.637
N -1.200 2.160 0.835
N -1.077 3.513 0.397
C -0.856 3.498 -0.866
O -0.640 2.389 -1.542
C -1.132 4.758 -1.621
C -1.083 6.000 -1.001
C -1.444 7.136 -1.707
C -1.859 7.035 -3.031
C -1.890 5.798 -3.654
C -1.517 4.658 -2.949
H -3.196 -2.440 0.913
H -4.437 -1.179 0.773
H -3.894 -1.701 2.369
H -3.424 0.679 2.826
H -2.872 2.775 3.613
H -3.374 3.593 2.123
H -1.766 3.881 2.751
H -0.764 6.066 0.030
H -1.400 8.104 -1.225
H -2.157 7.922 -3.574
H -2.198 5.714 -4.688
H -1.523 3.687 -3.425
C -1.143 0.369 5.947
N -0.547 1.496 5.254
C -0.562 2.812 5.697
C 0.069 3.555 4.771
N 0.467 2.680 3.776
C 0.097 1.402 4.059
S 0.378 0.033 3.127
H -2.116 0.660 6.339
H -0.503 0.034 6.763
H -1.254 -0.440 5.229
H -1.016 3.093 6.629
H 0.272 4.608 4.734
H 0.922 2.917 2.909

## Properties
Expectation value of S²: 0.76
Energy: -192653.6500 eV
ΔE to the lowest compared entry with this formula, charge and spin: 0.0 kcal/mol
Frontier orbital gap (spin up / spin down): 5.916 / 5.984 eV
2S+1: 2
HOMO energy (spin up / spin down): -0.2212 / -0.2229 Eh
Net charge: 0

---

# 6
An isolated molecule of C9H12NP at a distorted geometry, computed with ωB97M-V/def2-TZVPD.

Geometry (Å):
C 1.637 -0.779 -2.700
C 0.862 -1.244 -1.466
C -0.085 -0.233 -0.930
C -0.132 0.413 0.258
C 0.839 0.349 1.297
C 0.601 0.993 2.460
C -0.589 1.773 2.640
C -1.439 2.020 1.607
C -1.460 1.084 0.548
P -2.315 -0.462 1.023
N -2.343 -1.839 0.480
H 1.013 -0.542 -3.573
H 2.285 0.053 -2.448
H 2.229 -1.631 -3.030
H 0.495 -2.314 -1.678
H 1.594 -1.567 -0.646
H -0.860 -0.125 -1.592
H 1.847 -0.032 1.106
H 1.200 1.128 3.368
H -0.836 2.386 3.604
H -2.214 2.662 1.683
H -1.818 1.447 -0.364
H -2.924 -0.092 2.208

## Properties
SMILES string: CC/C=C1\C=CC=C[C@@H]1[PH]#N
Energy: -20301.4027 eV
ΔE to the lowest compared entry with this formula, charge and spin: 94.6 kcal/mol
Frontier orbital gap: 7.739 eV
2S+1: 1
HOMO energy: -0.2954 Eh
Net charge: 0

---

# 7
A structure of composition C5H13NO2 at a distorted geometry, computed with ωB97M-V/def2-TZVPD.

Geometry (Å):
C -0.309 -1.270 -1.530
C 0.358 -0.493 -0.386
C -0.218 0.876 0.061
C -1.282 0.790 1.036
C -2.544 0.204 0.492
O -2.798 0.069 -0.731
N 1.667 -0.164 -0.827
H -0.028 -0.987 -2.579
H -1.424 -1.218 -1.660
H -0.047 -2.313 -1.348
H 0.449 -1.142 0.455
H 0.932 1.468 0.287
H -0.304 1.553 -0.823
H -1.721 -0.495 0.949
H -0.985 1.087 2.084
H -3.404 0.314 1.153
H 2.318 -0.960 -0.979
H 1.481 2.079 0.531
H 3.227 0.122 2.215
H 2.106 0.397 -0.019
O 2.529 0.085 1.618

## Properties
Energy: -10970.1897 eV
ΔE to the lowest compared entry with this formula, charge and spin: 269.6 kcal/mol
Frontier orbital gap: 5.665 eV
2S+1: 1
HOMO energy: -0.3125 Eh
Net charge: 0

---

# 8
A structure of composition C19H28ClIN5OS6SbV at a distorted geometry, computed with ωB97M-V/def2-TZVPD.

Geometry (Å):
V -0.147 0.283 -0.327
Cl -3.019 -1.653 5.840
C -2.598 -0.969 4.309
C -3.140 0.232 3.941
C -2.822 0.819 2.684
I -3.638 2.630 2.146
C -1.998 0.131 1.849
O -1.608 0.567 0.635
C -1.368 -1.073 2.245
N -0.399 -1.525 1.402
C 0.239 -2.614 1.738
C -0.035 -3.327 2.929
C -0.971 -2.848 3.800
C -1.666 -1.658 3.479
H -3.818 0.742 4.610
H 1.014 -2.951 1.060
H 0.519 -4.226 3.152
H -1.174 -3.351 4.735
S 3.792 1.971 -2.379
Sb 1.978 0.742 -2.678
S 1.706 -0.807 -0.726
S 0.042 2.009 -1.512
S 1.189 -0.085 -4.547
N 3.334 1.316 0.928
C 2.244 1.960 1.304
N 2.200 3.283 1.222
S 0.873 1.084 1.903
H 4.038 1.747 0.342
H 3.294 0.308 0.931
H 2.977 3.831 0.887
H 1.346 3.743 1.487
C -3.729 -1.739 -4.931
C -3.114 -0.532 -5.629
C -3.311 0.809 -4.925
C -2.590 0.950 -3.593
N -3.311 0.268 -2.507
C -2.811 -0.602 -1.648
S -1.157 -1.205 -1.812
N -3.557 -1.111 -0.679
C -4.945 -0.745 -0.403
C -5.964 -1.385 -1.343
C -6.276 -2.849 -1.049
C -5.136 -3.818 -1.327
H -3.661 -2.623 -5.563
H -4.788 -1.577 -4.712
H -3.225 -1.981 -3.996
H -3.539 -0.450 -6.632
H -2.042 -0.700 -5.768
H -4.379 1.016 -4.790
H -2.936 1.605 -5.571
H -2.485 1.998 -3.305
H -1.592 0.513 -3.645
H -4.294 0.491 -2.420
H -3.111 -1.830 -0.131
H -5.005 0.348 -0.422
H -5.138 -1.035 0.632
H -5.617 -1.292 -2.377
H -6.884 -0.800 -1.275
H -7.139 -3.136 -1.655
H -6.599 -2.943 -0.008
H -4.749 -3.696 -2.340
H -5.469 -4.849 -1.225
H -4.299 -3.693 -0.639

## Properties
Energy: -147513.9753 eV
ΔE to the lowest compared entry with this formula, charge and spin: 0.0 kcal/mol
Frontier orbital gap: 6.523 eV
2S+1: 1
HOMO energy: -0.4046 Eh
Net charge: +1